1.
Entry from the OMol25 dataset: 2 unconnected molecules or ions with the total composition C4H7NS (the ωB97M-V functional and the def2-TZVPD basis).

Atoms and positions in Å:
C1 2.279 0.424 0.328
C2 2.096 1.240 1.367
C3 -0.840 -0.304 -1.736
C4 -1.752 -0.605 0.418
N1 -0.674 -0.592 -0.508
S1 2.390 -0.490 -0.922
H1 1.287 1.893 1.476
H2 2.786 1.007 2.117
H3 -1.757 -0.162 -2.331
H4 0.139 -0.473 -2.334
H5 -1.660 -1.643 0.747
H6 -1.527 -0.063 1.298
H7 -2.765 -0.233 0.081

E_HOMO	-0.3034	Eh
calculated total energy	-609.43801	a.u.
Kohn-Sham gap	8.5	eV
energy relative to the best compared isomer or geometry (same formula, charge and spin)	75.6	kcal per mole
SMILES string	C=C=S.C=NC
strongest force on any atom	0.0668	Eh/bohr

=====

2.
Entry from the OMol25 dataset: a molecular structure, C37H51BN7O5PSV (the ωB97M-V functional and the def2-TZVPD basis).

Atoms and positions in Å:
V1 -0.186 -0.171 -0.461
N1 -2.408 -0.622 2.425
C1 -1.130 -0.398 2.722
N2 -0.274 0.219 1.931
C2 0.894 0.518 2.661
C3 1.894 1.413 2.279
C4 2.991 1.602 3.108
C5 3.096 0.930 4.321
C6 2.073 0.101 4.753
C7 0.976 -0.075 3.925
S1 -0.521 -0.891 4.286
H1 -2.817 -0.256 1.571
H2 -2.984 -1.157 3.050
H3 1.782 2.004 1.378
H4 3.758 2.308 2.816
H5 3.959 1.089 4.954
H6 2.117 -0.374 5.724
C8 4.179 0.900 -0.742
C9 2.708 1.161 -0.953
O1 1.918 0.153 -0.253
H7 4.765 1.652 -1.271
H8 4.458 -0.084 -1.120
H9 4.441 0.958 0.317
H10 2.418 1.086 -1.996
H11 2.419 2.149 -0.586
H12 2.223 0.146 0.668
C10 -0.999 4.739 4.746
C11 -1.905 5.474 3.767
N3 -2.002 4.801 2.467
C12 -3.246 4.110 2.144
C13 -3.459 2.850 2.969
C14 -0.947 4.920 1.638
O2 0.038 5.599 1.889
C15 -0.943 4.142 0.346
C16 -0.876 4.778 -0.885
C17 -0.669 4.005 -2.013
C18 -0.484 2.641 -1.879
N4 -0.534 2.013 -0.693
C19 -0.785 2.770 0.390
H13 -0.959 5.275 5.695
H14 0.013 4.678 4.348
H15 -1.365 3.729 4.941
H16 -1.526 6.482 3.600
H17 -2.918 5.556 4.161
H18 -3.255 3.881 1.079
H19 -4.070 4.805 2.315
H20 -2.648 2.137 2.809
H21 -4.402 2.379 2.693
H22 -3.497 3.081 4.034
H23 -0.967 5.855 -0.952
H24 -0.621 4.449 -2.998
H25 -0.278 2.029 -2.745
H26 -0.823 2.252 1.336
O3 -2.049 -0.488 -0.527
N5 -2.993 0.344 -0.137
C20 -3.573 1.004 -1.067
C21 -3.189 0.871 -2.448
N6 -2.841 0.741 -3.534
C22 -4.617 1.912 -0.685
N7 -5.451 2.638 -0.378
O4 -0.488 -1.548 -3.368
B1 0.076 -0.498 -2.640
O5 0.821 0.312 -3.523
C23 0.714 -0.268 -4.771
C24 1.272 0.136 -5.962
C25 0.990 -0.654 -7.075
C26 0.185 -1.785 -6.979
C27 -0.375 -2.178 -5.764
C28 -0.084 -1.391 -4.674
H27 1.894 1.018 -6.029
H28 1.405 -0.379 -8.036
H29 -0.014 -2.370 -7.867
H30 -1.009 -3.050 -5.680
C29 -0.344 -5.423 -0.929
C30 -0.459 -3.943 -1.322
C31 -1.937 -3.564 -1.435
P1 0.537 -2.719 -0.345
C32 2.285 -2.973 -0.945
C33 2.744 -4.426 -1.116
C34 2.559 -2.261 -2.271
C35 0.559 -3.213 1.453
C36 -0.858 -3.581 1.902
C37 1.550 -4.263 1.949
H31 -0.585 -6.038 -1.798
H32 -1.068 -5.676 -0.156
H33 0.640 -5.720 -0.582
H34 -0.018 -3.815 -2.316
H35 -2.443 -3.644 -0.472
H36 -2.429 -4.262 -2.118
H37 -2.077 -2.560 -1.822
H38 2.893 -2.498 -0.165
H39 2.219 -4.899 -1.947
H40 2.617 -5.043 -0.233
H41 3.806 -4.425 -1.368
H42 1.923 -2.652 -3.070
H43 3.593 -2.446 -2.571
H44 2.415 -1.189 -2.213
H45 0.833 -2.270 1.943
H46 -1.100 -4.599 1.602
H47 -1.613 -2.918 1.484
H48 -0.925 -3.541 2.992
H49 1.324 -5.254 1.557
H50 1.477 -4.321 3.038
H51 2.583 -4.016 1.706

spin multiplicity	3
E_HOMO (alpha / beta)	-0.3954 / -0.3964	Eh
calculated total energy	-3908.30562	a.u.
Kohn-Sham gap (alpha / beta)	7.5 / 7.6	eV
energy relative to the best compared isomer or geometry (same formula, charge and spin)	9.7	kcal per mole
strongest force on any atom	0.0079	Eh/bohr
charge	+1

=====

3.
Entry from the OMol25 dataset: 2 unconnected molecules or ions with the total composition C9H14 (the ωB97M-V functional and the def2-TZVPD basis).

Atoms and positions in Å:
C1 -3.022 1.371 -1.466
C2 -2.178 1.587 -2.713
H1 -3.440 0.373 -1.453
H2 -2.512 1.542 -0.521
H3 -3.795 2.138 -1.386
H4 -2.092 2.653 -2.943
H5 -2.584 1.129 -3.615
H6 -1.138 1.276 -2.578
C3 2.621 -0.724 2.941
C4 2.137 -1.619 0.664
C5 1.730 -0.817 1.722
C6 1.387 -1.669 -0.496
C7 0.617 -0.007 1.593
C8 0.263 -0.855 -0.611
C9 -0.158 -0.050 0.426
H7 3.065 -2.170 0.771
H8 1.623 -2.309 -1.331
H9 3.354 0.071 2.857
H10 3.119 -1.690 3.108
H11 0.181 0.508 2.444
H12 -0.258 -0.748 -1.554
H13 -0.961 0.654 0.272
H14 2.041 -0.644 3.865

E_HOMO	-0.3334	Eh
calculated total energy	-351.31460	a.u.
Kohn-Sham gap	10.1	eV
energy relative to the best compared isomer or geometry (same formula, charge and spin)	9.8	kcal per mole
SMILES string	Cc1ccccc1.CC
strongest force on any atom	0.0305	Eh/bohr

=====

4.
Entry from the OMol25 dataset: a molecular structure, C40H50BrFN6Tc (the ωB97M-V functional and the def2-TZVPD basis).

Atoms and positions in Å:
Tc1 0.714 0.022 0.157
C1 2.327 1.372 -0.835
C2 1.037 1.847 -1.255
C3 0.391 2.402 -0.067
C4 1.294 2.175 1.012
C5 2.494 1.579 0.559
C6 3.799 1.480 1.312
C7 4.853 2.248 0.497
C8 4.257 0.022 1.459
C9 3.682 2.109 2.702
C10 -0.932 3.103 0.216
C11 -1.509 3.951 -0.917
C12 -1.949 2.015 0.605
C13 -0.751 4.060 1.407
C14 0.731 2.002 -2.732
C15 0.995 3.483 -3.086
C16 1.710 1.169 -3.580
C17 -0.698 1.571 -3.127
H1 3.112 1.049 -1.495
H2 1.141 2.513 2.020
H3 5.070 1.744 -0.441
H4 5.778 2.323 1.065
H5 4.510 3.256 0.275
H6 4.294 -0.475 0.491
H7 3.603 -0.529 2.132
H8 5.257 0.007 1.884
H9 3.437 3.165 2.627
H10 4.631 2.023 3.223
H11 2.925 1.609 3.301
H12 -1.704 3.387 -1.817
H13 -0.840 4.777 -1.137
H14 -2.458 4.366 -0.586
H15 -2.195 1.394 -0.256
H16 -2.872 2.467 0.959
H17 -1.547 1.396 1.411
H18 0.135 4.674 1.270
H19 -0.683 3.537 2.355
H20 -1.608 4.723 1.465
H21 1.842 3.869 -2.522
H22 0.135 4.110 -2.887
H23 1.232 3.561 -4.143
H24 2.708 1.597 -3.573
H25 1.363 1.177 -4.609
H26 1.758 0.133 -3.246
H27 -1.346 1.445 -2.262
H28 -0.672 0.625 -3.660
H29 -1.137 2.305 -3.799
F1 3.926 -4.537 6.044
C18 3.456 -4.114 4.876
C19 2.550 -3.066 4.858
C20 2.078 -2.611 3.641
C21 2.517 -3.188 2.456
C22 2.067 -2.687 1.102
C23 3.416 -4.252 2.500
C24 3.886 -4.725 3.708
H30 2.233 -2.622 5.788
H31 1.382 -1.783 3.626
H32 2.942 -2.450 0.491
H33 1.465 -1.748 1.233
H34 3.754 -4.710 1.582
H35 4.576 -5.551 3.762
Br1 -2.578 -5.093 0.815
C25 -0.807 -4.829 0.199
C26 -0.341 -5.519 -0.926
C27 0.957 -5.238 -1.355
C28 1.731 -4.324 -0.687
N1 1.257 -3.660 0.397
C29 -0.003 -3.914 0.840
H36 -0.955 -6.242 -1.434
H37 1.350 -5.730 -2.229
H38 2.735 -4.096 -1.008
H39 -0.328 -3.380 1.718
C30 -2.383 -1.368 1.239
C31 -1.990 -1.440 -0.186
N2 -0.756 -1.229 -0.651
C32 -0.788 -1.545 -1.987
C33 -2.051 -1.908 -2.329
N3 -2.802 -1.833 -1.190
C34 -4.248 -1.940 -1.136
N4 -4.816 -0.738 -0.623
N5 -5.372 -0.741 0.612
N6 -5.817 0.395 0.898
C35 -5.580 1.255 -0.133
C36 -5.875 2.607 -0.290
C37 -5.455 3.204 -1.456
C38 -4.768 2.489 -2.446
C39 -4.476 1.146 -2.316
C40 -4.902 0.529 -1.147
H40 -1.496 -1.227 1.860
H41 -2.895 -2.285 1.530
H42 -3.077 -0.554 1.445
H43 0.088 -1.488 -2.600
H44 -2.463 -2.205 -3.271
H45 -4.557 -2.745 -0.459
H46 -4.605 -2.147 -2.151
H47 -6.418 3.135 0.475
H48 -5.662 4.249 -1.624
H49 -4.469 3.007 -3.345
H50 -3.948 0.609 -3.090

spin multiplicity	2
E_HOMO (alpha / beta)	-0.4965 / -0.4826	Eh
calculated total energy	-4636.85030	a.u.
Kohn-Sham gap (alpha / beta)	6.7 / 6.3	eV
strongest force on any atom	0.0788	Eh/bohr
charge	+2